This record from OMol25 describes a 3-piece molecular cluster, C21H43N3O11P2 overall in a non-equilibrium geometry. The level of theory is ωB97M-V/def2-TZVPD.

```
80
Properties=species:S:1:pos:R:3:forces:R:3
H 1.119 4.690 2.119 -0.210 -0.099 0.321
N 1.630 4.618 3.004 -0.172 -0.137 -0.715
C 2.785 4.168 2.749 0.291 0.318 0.901
N 3.703 4.000 3.836 -0.191 0.982 -1.004
N 3.308 3.798 1.457 0.445 -0.402 0.292
C 2.432 2.863 0.728 -0.736 0.379 -0.054
C 2.154 1.525 1.479 -0.556 -0.589 -0.974
C 2.833 0.293 0.786 0.352 0.327 0.386
C 4.305 0.011 1.251 -0.502 -1.198 0.336
C 4.518 -0.008 2.779 -0.250 1.362 -2.248
C 4.953 1.126 3.344 -0.235 -2.172 1.416
C 4.994 0.761 4.840 0.418 -0.151 -3.724
O 4.994 1.482 5.744 0.278 1.233 2.714
O 4.972 -0.630 4.918 -1.162 -0.589 0.969
C 4.279 -1.117 3.803 2.455 3.942 -0.823
O 3.719 -2.126 3.723 -0.919 -2.151 0.238
H 3.270 4.399 4.670 -0.077 -0.272 -0.157
H 4.472 4.643 3.614 0.232 -0.688 0.173
H 3.511 4.629 0.906 -0.124 -0.231 0.133
H 2.849 2.658 -0.281 0.028 0.159 0.709
H 1.457 3.377 0.532 0.412 -0.480 0.049
H 2.361 1.558 2.564 0.066 0.192 -0.539
H 1.061 1.339 1.385 0.614 0.163 0.196
H 2.875 0.502 -0.306 -0.111 -0.306 0.599
H 2.227 -0.626 0.923 0.277 0.557 0.024
H 4.572 -0.996 0.863 0.012 0.641 0.004
H 4.998 0.759 0.817 -0.350 -0.394 0.330
H 5.179 2.062 2.834 -0.193 -0.283 0.581
C -3.753 -1.969 0.442 0.020 -0.031 -0.120
C -2.472 -1.569 1.155 -0.214 0.076 0.102
O -1.735 -2.707 1.593 -0.253 0.344 -0.651
P -0.883 -3.577 0.467 0.441 -0.566 8.991
O 0.211 -2.542 0.301 -0.990 -0.607 -4.202
O -0.033 -4.586 1.456 -0.297 -0.354 -1.194
C 1.369 -4.787 1.252 0.387 0.078 0.382
C 2.151 -4.012 2.290 -0.144 -0.041 -0.021
O -2.149 -4.672 0.430 0.728 1.277 -3.354
C -2.407 -5.660 1.431 -0.125 -0.964 0.328
C -2.780 -5.107 2.789 0.247 0.354 0.144
H -3.534 -2.490 -0.494 -0.053 0.050 -0.015
H -4.356 -1.089 0.212 0.045 0.001 -0.028
H -4.342 -2.650 1.058 0.020 0.056 0.020
H -1.848 -0.944 0.509 0.049 0.006 0.057
H -2.714 -0.987 2.045 0.112 -0.075 0.043
H 1.664 -4.507 0.240 -0.057 0.112 0.040
H 1.565 -5.857 1.359 -0.177 -0.005 -0.007
H 1.855 -2.965 2.299 0.045 -0.035 -0.170
H 3.223 -4.071 2.101 -0.028 -0.015 0.013
H 1.952 -4.401 3.291 0.051 -0.044 -0.047
H -1.578 -6.364 1.500 0.111 0.205 0.015
H -3.255 -6.237 1.053 0.015 0.249 -0.279
H -1.931 -4.629 3.277 -0.025 -0.004 -0.045
H -3.124 -5.917 3.437 -0.002 -0.080 -0.178
H -3.575 -4.366 2.707 -0.016 -0.076 -0.008
C -0.257 0.184 -2.181 -0.010 -0.078 -0.020
C -1.362 1.118 -1.722 0.288 -0.092 0.195
O -1.945 1.824 -2.815 -0.197 -0.833 -0.172
P -2.989 1.013 -3.801 0.647 8.032 -0.356
O -4.181 0.906 -2.883 0.926 -3.861 -0.890
O -3.566 2.255 -4.723 0.154 -0.787 -0.255
C -4.967 2.392 -4.973 -0.208 0.342 0.154
C -5.536 3.511 -4.125 0.035 0.158 0.101
O -1.801 0.724 -4.934 -1.418 -2.865 1.554
C -1.312 1.687 -5.870 0.263 0.353 -0.916
C -0.592 2.863 -5.249 -0.188 0.184 0.359
H -0.660 -0.621 -2.802 0.053 -0.032 0.052
H 0.250 -0.265 -1.325 -0.070 -0.049 -0.002
H 0.476 0.719 -2.786 -0.026 0.033 0.042
H -2.135 0.568 -1.176 -0.038 0.073 -0.009
H -0.950 1.868 -1.044 -0.113 0.092 -0.080
H -5.492 1.452 -4.799 0.054 0.031 0.125
H -5.086 2.636 -6.032 0.155 -0.023 -0.001
H -5.300 3.370 -3.069 -0.062 -0.190 -0.041
H -6.620 3.572 -4.236 0.021 0.009 -0.027
H -5.100 4.468 -4.419 -0.049 -0.033 -0.067
H -2.108 2.014 -6.539 -0.102 0.023 0.223
H -0.601 1.143 -6.498 -0.076 -0.275 0.235
H -1.277 3.519 -4.713 0.000 -0.058 -0.007
H -0.106 3.455 -6.028 -0.038 -0.156 -0.073
H 0.169 2.529 -4.542 0.016 -0.023 -0.072
```
Forces are in eV/Å.

Values from the calculation:
E_HOMO ... -9.596 eV
SMILES ... [H]/N=C(/N)NCCCCC1=CC(=O)OC1=O.CCOP(=O)(OCC)OCC.CCOP(=O)(OCC)OCC
Gap between HOMO and LUMO ... 8.14 eV
LUMO level ... -1.46 eV
Net charge ... 0



This record from OMol25 describes a 4-piece molecular cluster, C21H43NO7 overall. The level of theory is ωB97M-V/def2-TZVPD.

```
72
Properties=species:S:1:pos:R:3:forces:R:3
C 5.629 -4.834 3.857 -0.583 -0.169 0.047
C 4.283 -4.108 3.670 0.405 0.252 0.040
C 4.438 -2.772 2.936 0.054 -0.451 -0.435
C 3.174 -2.294 2.243 -0.226 0.352 0.490
N 2.280 -1.569 3.204 -0.020 -0.004 -0.276
C 0.988 -1.411 2.672 -0.108 -0.087 0.003
C -0.150 -2.044 2.976 0.287 -0.173 -0.141
C -0.429 -3.083 4.008 0.033 0.285 -0.036
C 0.263 -4.431 3.766 0.005 -0.234 0.151
O -0.517 -5.395 3.095 -0.111 0.123 0.105
C -1.079 -4.948 1.873 0.009 -0.211 -0.153
C -1.570 -6.155 1.098 0.189 0.323 0.188
C -1.195 -1.501 2.071 -0.227 0.170 0.053
O -2.375 -1.628 2.117 0.158 -0.203 -0.197
O -0.582 -0.666 1.129 -0.126 0.380 0.238
C 0.682 -0.421 1.595 0.260 0.178 0.053
O 1.363 0.493 1.221 -0.247 -0.375 -0.192
H 6.464 -4.138 3.855 0.116 -0.005 0.088
H 5.763 -5.567 3.062 0.226 0.125 -0.126
H 5.620 -5.401 4.786 0.179 0.049 0.078
H 3.825 -3.932 4.642 -0.213 -0.066 -0.019
H 3.631 -4.750 3.078 -0.194 -0.033 0.135
H 5.193 -2.908 2.157 0.061 0.053 0.003
H 4.814 -2.002 3.610 0.046 0.081 0.039
H 2.606 -3.141 1.859 0.045 -0.063 -0.089
H 3.418 -1.636 1.406 -0.017 -0.023 -0.099
H 2.672 -0.635 3.297 0.053 -0.025 0.157
H -0.080 -2.700 4.968 0.028 0.024 0.021
H -1.508 -3.214 4.079 -0.041 -0.115 0.091
H 0.499 -4.861 4.739 -0.045 -0.131 -0.037
H 1.217 -4.294 3.248 -0.006 0.157 -0.096
H -0.325 -4.405 1.289 0.070 0.037 -0.014
H -1.923 -4.278 2.056 0.061 0.144 0.053
H -2.381 -6.628 1.647 -0.042 -0.131 -0.072
H -0.755 -6.863 0.964 -0.029 -0.088 -0.046
H -1.926 -5.823 0.124 -0.098 -0.111 -0.048
C -0.042 2.961 -2.049 -0.114 -0.028 -0.051
C -0.288 3.609 -0.695 0.231 -0.133 -0.003
C 0.964 4.293 -0.165 -0.022 0.040 0.068
O -0.762 2.643 0.237 -0.103 0.130 -0.052
H 0.729 2.190 -1.969 0.053 0.046 0.016
H -0.953 2.480 -2.410 -0.015 0.026 0.006
H 0.281 3.697 -2.788 0.013 0.010 0.012
H -1.090 4.343 -0.787 -0.038 0.002 0.036
H 1.763 3.561 -0.026 0.009 -0.011 -0.051
H 0.764 4.753 0.803 -0.022 0.013 -0.010
H 1.318 5.064 -0.851 0.003 -0.008 -0.009
H -0.071 1.977 0.337 0.041 -0.093 0.086
C -5.360 5.656 -2.621 -0.017 0.101 -0.033
C -4.545 6.058 -1.401 -0.138 -0.215 0.005
C -4.074 4.846 -0.613 0.051 0.076 0.079
O -5.295 6.941 -0.567 0.096 0.073 -0.043
H -6.256 5.109 -2.314 0.025 -0.054 0.011
H -5.682 6.538 -3.174 0.024 0.006 0.001
H -4.782 5.016 -3.290 0.000 -0.014 0.010
H -3.680 6.640 -1.722 0.002 0.062 0.027
H -4.930 4.274 -0.244 -0.020 -0.032 -0.064
H -3.487 5.152 0.252 0.025 0.007 -0.021
H -3.464 4.185 -1.230 -0.022 -0.029 0.007
H -6.072 6.462 -0.259 -0.021 -0.003 0.026
C -1.028 1.052 -5.699 -0.025 -0.096 -0.008
C 0.473 0.812 -5.757 -0.112 0.203 -0.097
C 1.253 2.115 -5.700 0.128 -0.040 -0.026
O 0.817 0.068 -6.925 0.042 -0.070 0.099
H -1.349 1.651 -6.556 0.018 0.052 0.018
H -1.569 0.106 -5.733 0.015 -0.007 0.020
H -1.310 1.582 -4.788 0.008 0.013 -0.004
H 0.768 0.178 -4.920 0.027 -0.054 -0.016
H 1.003 2.748 -6.557 -0.071 0.010 0.017
H 2.325 1.922 -5.736 -0.006 -0.026 0.023
H 1.029 2.669 -4.789 -0.016 0.007 -0.001
H 0.570 0.595 -7.692 -0.002 0.002 -0.032
```
Forces are in eV/Å.

Values from the calculation:
E_HOMO ... -9.930 eV
SMILES ... CCCCNC1=C(CCOCC)C(=O)OC1=O.CC(C)O.CC(C)O.CC(C)O
Energy relative to the best compared isomer or geometry (same formula, charge and spin) ... 18.83 kcal per mole
Gap between HOMO and LUMO ... 9.10 eV
LUMO level ... -0.83 eV
Net charge ... 0



This record from OMol25 describes C21H44BrCl33NNbOP as an isolated structure in a non-equilibrium geometry. The level of theory is ωB97M-V/def2-TZVPD.

```
103
Properties=species:S:1:pos:R:3:forces:R:3
C -3.190 -5.253 -5.430 0.837 -0.407 0.880
C -2.713 -4.491 -6.224 1.420 1.172 -0.893
C -2.014 -3.468 -7.043 -1.194 -0.886 0.388
Nb -1.102 -1.869 -5.660 -0.166 -2.073 1.798
Br -3.188 -2.067 -4.072 0.454 0.166 -0.533
N 0.002 -3.276 -4.563 -0.871 0.578 -2.056
C 0.950 -4.077 -5.362 0.285 -0.741 1.323
C 1.026 -5.516 -4.779 0.371 0.578 -0.295
P -0.159 0.008 -4.082 0.159 1.168 -0.380
O 1.435 -0.439 -3.753 -0.918 -0.139 0.682
Cl -1.170 -0.144 -2.234 0.495 0.060 0.182
H -3.576 -5.640 -4.513 0.212 -0.254 -0.351
H -2.743 -3.000 -7.727 0.371 -0.116 0.087
H -1.233 -3.982 -7.629 -0.068 0.397 0.081
H -2.019 -0.562 -6.582 0.270 0.063 -0.262
H 0.260 -1.578 -6.800 -0.326 0.181 0.116
H -0.575 -3.857 -3.960 0.174 0.126 0.159
H 1.956 -3.637 -5.206 -0.347 -0.050 -0.459
H 0.704 -4.100 -6.438 0.196 0.053 0.361
H 1.886 -6.019 -5.255 -0.709 -0.105 0.461
H 0.100 -6.090 -4.924 0.221 0.229 -0.054
H 1.215 -5.399 -3.697 -0.015 -0.258 -0.366
H 1.403 -1.108 -3.049 0.261 -0.235 -0.385
C 0.307 -0.211 1.261 -0.109 0.037 -0.169
Cl 1.881 -0.794 0.711 0.060 0.006 -0.059
Cl -0.033 -0.733 2.922 -0.045 0.020 0.055
H 0.305 0.872 1.227 0.125 -0.130 0.088
H -0.461 -0.605 0.603 0.080 -0.084 0.025
C -7.049 -5.036 -4.799 0.092 0.479 -0.561
Cl -7.903 -6.594 -4.876 -0.128 -0.034 0.049
Cl -5.654 -4.994 -5.885 -1.547 0.103 0.121
H -7.740 -4.245 -5.078 -0.069 -0.132 -0.031
H -6.703 -4.887 -3.781 0.060 0.060 -0.695
C -6.509 -5.099 -0.293 0.035 0.009 0.120
Cl -6.157 -3.370 -0.352 0.017 -0.022 0.057
Cl -7.064 -5.701 -1.862 -0.102 -0.397 0.992
H -5.606 -5.632 -0.015 0.016 0.054 -0.115
H -7.286 -5.275 0.443 -0.039 0.052 -0.092
C 0.162 4.150 1.864 -0.003 -0.002 0.029
Cl 1.829 3.597 2.052 -0.224 0.119 0.080
Cl -0.730 3.121 0.734 -0.178 0.171 -0.079
H -0.329 4.117 2.828 0.048 -0.086 -0.016
H 0.167 5.165 1.486 0.037 0.013 -0.107
C -2.563 4.510 5.433 0.095 -0.310 -0.037
Cl -0.860 4.939 5.294 -0.077 -0.132 -0.029
Cl -3.603 5.941 5.589 0.006 -0.044 0.034
H -2.856 3.960 4.545 -0.061 0.149 -0.021
H -2.698 3.892 6.314 0.013 0.112 0.027
C 5.156 2.364 4.052 0.128 -0.037 0.000
Cl 4.779 2.747 2.368 0.280 -0.101 0.028
Cl 4.211 3.349 5.182 0.072 -0.091 -0.040
H 4.936 1.317 4.230 -0.099 0.061 -0.019
H 6.210 2.555 4.225 -0.101 0.053 -0.041
C -5.420 0.717 -6.554 0.127 0.109 -0.042
Cl -6.267 -0.780 -6.137 -0.080 -0.021 -0.089
Cl -4.267 1.186 -5.306 -0.109 0.204 -0.018
H -4.882 0.566 -7.484 0.059 -0.131 0.100
H -6.151 1.510 -6.672 -0.024 -0.066 0.091
C -1.570 8.658 1.918 -0.088 0.117 0.007
Cl -0.003 8.164 1.267 0.013 0.008 -0.029
Cl -1.892 7.918 3.493 0.004 0.075 -0.140
H -1.570 9.737 2.035 0.079 -0.048 0.052
H -2.349 8.360 1.225 0.071 -0.111 0.037
C 7.655 -0.312 6.183 0.047 0.196 -0.250
Cl 8.071 1.403 6.031 0.091 0.029 0.086
Cl 6.932 -0.933 4.694 -0.012 -0.114 0.032
H 8.556 -0.874 6.397 0.024 0.082 -0.103
H 6.947 -0.428 6.989 -0.109 0.175 -0.136
C 2.962 -0.229 -8.787 0.065 0.121 0.159
Cl 2.265 0.098 -7.202 0.347 0.193 -0.075
Cl 1.871 -1.191 -9.797 0.050 -0.027 -0.105
H 3.157 0.715 -9.286 -0.111 -0.036 -0.023
H 3.889 -0.777 -8.656 -0.094 -0.076 0.007
C 3.107 6.878 5.951 0.123 0.072 -0.054
Cl 2.210 7.390 4.517 0.020 0.035 -0.001
Cl 2.318 5.514 6.750 0.182 -0.065 0.068
H 4.106 6.577 5.653 -0.094 -0.101 -0.066
H 3.160 7.708 6.648 -0.132 -0.035 -0.013
C 8.094 -3.760 7.871 -0.059 -0.150 -0.066
Cl 7.500 -2.247 8.569 -0.070 -0.398 0.461
Cl 9.760 -3.597 7.304 -0.012 -0.040 -0.026
H 8.054 -4.535 8.629 0.069 0.099 0.041
H 7.462 -4.029 7.031 0.048 0.118 -0.020
C -7.132 6.383 6.502 0.093 0.053 0.029
Cl -8.015 6.937 5.074 0.051 0.066 -0.009
Cl -7.886 4.952 7.215 0.059 -0.003 0.062
H -6.117 6.134 6.211 -0.155 -0.080 -0.037
H -7.125 7.179 7.240 -0.120 -0.039 -0.021
C 2.642 -4.416 2.070 -0.118 0.131 -0.013
Cl 4.329 -4.925 2.251 0.051 0.053 0.081
Cl 1.764 -5.480 0.967 -0.050 0.048 0.027
H 2.161 -4.444 3.042 0.051 -0.104 -0.026
H 2.621 -3.405 1.675 0.042 -0.083 -0.069
C -1.670 7.793 8.328 0.025 0.165 -0.142
Cl -0.150 7.157 7.692 -0.198 0.235 0.208
Cl -2.019 7.153 9.941 -0.081 0.026 0.021
H -1.602 8.874 8.388 0.055 -0.052 0.091
H -2.474 7.508 7.658 0.050 -0.110 0.044
C 4.456 -6.968 -7.020 0.120 0.048 -0.005
Cl 3.095 -8.077 -7.228 0.046 -0.068 -0.027
Cl 3.923 -5.380 -6.462 0.390 0.069 -0.210
H 5.138 -7.385 -6.287 -0.109 0.006 0.043
H 4.961 -6.852 -7.973 -0.115 0.020 -0.010
```
Forces are in eV/Å.

Values from the calculation:
E_HOMO ... -3.836 eV
Gap between HOMO and LUMO ... 5.21 eV
LUMO level ... 1.38 eV
Net charge ... -1